(1)
41
Properties=species:S:1:pos:R:3:forces:R:3 method="wB97M-V/def2-TZVPD" relative_energy_ev=2.437 largest_force_ha_per_bohr=0.0585 total_charge=-1 homo_ev="-4.40 / -4.46" s_squared=0.773 multiplicity=2 e_tot_ha=-4096.672001
Ir -0.3387 -0.0755 0.4582 -3.0 -0.3 0.4
O 3.7089 1.1775 0.3318 -0.1 -0.1 0.0
C 2.7161 0.5036 0.0460 0.2 0.3 0.2
N 1.6748 0.2597 0.8791 -0.2 -0.4 -0.5
C 1.8568 0.5301 2.2637 0.1 -0.1 -0.1
C 3.0815 0.4748 2.9294 0.1 0.0 0.1
C 3.1520 0.6648 4.3017 -0.1 0.0 0.0
C 2.0016 0.9185 5.0395 0.1 0.0 -0.1
C 0.7764 0.9732 4.3940 0.0 0.1 0.0
C 0.7042 0.7754 3.0187 0.0 0.2 0.1
N -0.4935 0.7231 2.2838 1.4 -0.3 0.1
C -1.6128 1.3734 2.6260 0.0 0.2 0.2
O -1.8049 2.1323 3.5713 0.0 -0.1 0.0
C -2.7256 1.0278 1.6913 -0.1 -0.2 0.1
C -3.9776 1.5808 1.8684 0.0 0.0 0.1
C -5.0148 1.1612 1.0579 -0.1 0.0 0.0
C -4.7538 0.1846 0.1160 0.1 0.0 0.0
C -3.4663 -0.3120 -0.0180 0.0 0.2 0.0
N -2.4496 0.1065 0.7518 -0.2 0.4 -0.7
C 2.7399 -0.1268 -1.3321 0.0 0.1 0.0
C 3.7360 0.2941 -2.2138 0.0 0.0 -0.1
C 3.8569 -0.3446 -3.4337 0.0 0.0 0.0
C 2.9981 -1.3929 -3.7328 -0.1 0.0 0.0
C 2.0391 -1.7345 -2.7919 0.1 0.1 -0.2
N 1.9093 -1.1081 -1.6282 0.0 -0.5 0.1
H 3.9830 0.2877 2.3699 0.0 0.0 0.0
H 4.1162 0.6175 4.7934 0.0 0.0 0.0
H 2.0557 1.0694 6.1106 0.0 0.0 0.0
H -0.1331 1.1727 4.9401 0.0 0.0 0.0
H -4.0933 2.3197 2.6483 0.0 0.0 0.0
H -6.0069 1.5824 1.1625 0.0 0.0 0.0
H -5.5283 -0.1950 -0.5359 0.0 0.0 0.0
H -3.2464 -1.0611 -0.7618 0.0 0.0 0.0
H 4.3921 1.0974 -1.9145 0.0 0.0 0.0
H 4.6139 -0.0335 -4.1437 0.0 0.0 0.0
H 3.0591 -1.9227 -4.6745 0.0 0.0 0.0
H 1.3335 -2.5379 -2.9835 0.0 0.0 0.0
O -2.1937 -2.5625 -1.2807 0.0 0.1 0.4
S -0.8770 -1.9049 -1.0820 1.1 -0.7 0.2
N -0.8488 -0.3754 -1.4926 1.0 0.7 0.0
Se -0.9070 0.5988 -2.9590 -0.2 0.2 -0.4

(2)
42
Properties=species:S:1:pos:R:3:forces:R:3 method="wB97M-V/def2-TZVPD" relative_energy_ev=1.096 largest_force_ha_per_bohr=0.0421 total_charge=+1 homo_ev=-10.81 multiplicity=1 e_tot_ha=-3053.219494
Ti 0.3741 -0.4363 0.0432 -2.0 0.7 -0.3
C 3.2313 0.5837 1.1416 -0.1 0.1 -0.1
C 2.1620 1.6303 1.2398 0.0 0.0 0.0
C 2.4792 2.8767 1.7993 0.0 0.1 0.0
C 1.5010 3.8091 1.9951 0.0 -0.1 0.0
C 0.1672 3.5099 1.6540 0.1 -0.3 -0.1
C -0.8912 4.4020 1.9149 -0.1 0.1 0.0
C -2.1726 4.0566 1.5885 0.1 0.2 0.0
C -2.4355 2.8224 0.9815 0.2 -0.2 -0.1
C -1.4237 1.9276 0.7053 0.0 0.0 0.2
S -1.8043 0.4067 -0.0787 -0.1 0.1 -0.1
C -0.0899 2.2568 1.0438 -0.3 0.5 0.3
N 0.9265 1.3519 0.8211 0.4 0.7 0.4
H 3.9985 0.7776 1.8878 0.0 0.0 0.0
H 3.7054 0.6126 0.1588 0.0 0.0 0.0
H 2.8266 -0.4126 1.3238 0.1 0.0 0.0
H 3.5018 3.0742 2.0870 0.0 0.0 0.0
H 1.7322 4.7722 2.4332 0.0 0.0 0.0
H -0.6691 5.3514 2.3843 0.0 0.0 0.0
H -2.9910 4.7321 1.7969 0.0 0.0 0.0
H -3.4495 2.5511 0.7189 0.0 0.0 0.0
O -1.0208 -3.1594 2.5464 0.1 0.1 -0.1
C -0.4308 -2.2530 2.1152 -0.1 -0.2 0.3
N 0.1832 -1.3008 1.6933 0.1 -0.4 0.4
S -0.4566 -0.7155 -2.7442 0.1 -0.1 0.1
C -1.5001 -1.9169 -2.2100 -0.3 -0.2 -0.2
N -2.8191 -1.7786 -2.1906 0.0 -0.1 0.1
C -3.5958 -2.8211 -1.5304 -0.1 -0.1 0.1
C -2.7641 -4.0851 -1.6647 0.3 0.0 0.0
S -1.0304 -3.5031 -1.6413 -0.1 0.1 0.0
H -3.2290 -0.8759 -2.3831 0.1 0.1 -0.1
H -4.5642 -2.9298 -2.0148 0.0 0.0 0.0
H -3.7498 -2.5590 -0.4792 0.0 0.0 0.0
H -2.9329 -4.5840 -2.6174 0.0 0.0 0.0
H -2.9125 -4.7866 -0.8492 -0.1 0.0 0.0
C 3.3908 -2.2122 -2.3917 0.0 -0.3 0.0
O 2.9125 -0.9039 -1.9802 -0.1 0.3 0.0
C 1.9178 -0.8502 -1.1752 0.5 -0.6 0.0
O 1.3987 -1.8767 -0.6333 1.1 -0.9 -0.8
H 4.3551 -2.0435 -2.8554 0.0 0.1 0.0
H 2.6897 -2.6364 -3.1077 0.0 0.1 0.0
H 3.4792 -2.8643 -1.5265 0.0 0.0 0.0

(3)
21
Properties=species:S:1:pos:R:3:forces:R:3 method="wB97M-V/def2-TZVPD" relative_energy_ev=0.669 largest_force_ha_per_bohr=0.0219 total_charge=0 homo_ev=-9.70 multiplicity=1 e_tot_ha=-366.409329 smiles="CC(C)CCNC=O"
C 1.5009 -0.0106 2.2254 -0.8 0.3 0.1
C 0.5874 0.5568 1.1313 0.4 -0.3 -0.6
C 1.3748 1.6467 0.3446 -0.7 -0.4 0.2
C 0.1230 -0.5763 0.1954 0.5 0.6 -0.8
C -1.1541 -0.2250 -0.5309 -0.9 -0.4 -0.4
N -1.4619 -1.2157 -1.5689 0.4 0.0 -0.1
C -2.2744 -0.9963 -2.6351 0.2 0.0 0.5
O -2.4472 -1.7898 -3.5295 -0.1 0.1 -0.2
H 2.4238 -0.2762 1.7131 0.3 -0.1 0.4
H 1.6482 0.7267 3.0196 0.4 0.0 -0.3
H 1.0889 -0.8846 2.7319 0.0 -0.1 -0.2
H -0.3306 1.0321 1.4815 0.1 -0.1 0.7
H 0.6738 2.4344 0.0626 0.4 0.2 0.0
H 1.7990 1.2369 -0.5694 0.1 -0.1 -0.1
H 2.2013 2.0262 0.9452 -0.2 0.3 0.0
H 0.8592 -0.7036 -0.6018 0.4 -0.1 0.1
H 0.0780 -1.5395 0.6915 -0.4 -0.1 0.3
H -1.9905 -0.2017 0.1691 0.0 0.1 0.2
H -1.1113 0.7581 -1.0108 0.3 0.0 0.2
H -0.8195 -1.9862 -1.6897 -0.1 -0.1 0.1
H -2.7685 -0.0126 -2.5750 -0.2 0.0 -0.1

(4)
18
Properties=species:S:1:pos:R:3:forces:R:3 method="wB97M-V/def2-TZVPD" relative_energy_ev=0.507 largest_force_ha_per_bohr=0.0266 total_charge=0 homo_ev="-8.98 / -8.98" s_squared=0.757 multiplicity=2 e_tot_ha=-401.676795
N -1.3703 -2.7828 0.4189 0.0 -0.7 1.0
C -1.4831 -1.4670 0.1718 0.1 -1.0 0.5
O -1.8788 -1.0325 -0.8899 -0.2 1.2 -0.6
O -1.1327 -0.6565 1.1066 -0.1 0.8 -0.1
H -1.3430 -3.0378 1.4083 0.1 0.0 -0.6
H -1.9851 -3.3266 -0.1608 0.0 -0.3 -0.1
C 2.4106 2.3826 0.1594 -0.4 0.4 0.2
C 1.4100 1.3294 -0.2075 0.1 0.3 -0.1
C 1.7807 0.0662 -0.3407 0.0 0.2 0.2
C 0.0039 1.8197 -0.4436 0.8 -0.1 0.6
H 2.2634 3.2843 -0.4343 0.2 0.0 -0.3
H 3.4259 2.0259 0.0677 0.3 0.0 0.0
H 2.2498 2.7242 1.1853 0.0 -0.1 0.1
H 1.0487 -0.6916 -0.5176 -0.2 -0.5 -0.3
H 2.8128 -0.2216 -0.2226 0.1 -0.1 0.1
H -0.6151 1.0436 -0.8570 -0.3 -0.1 -0.2
H 0.0753 2.6714 -1.1114 -0.3 0.2 -0.2
H -0.4219 2.1631 0.5049 -0.1 0.0 -0.1